No. 1
{
  "formula": "C38H92Br3N5O5",
  "method": "ωB97M-V/def2-TZVPD",
  "e_above_lowest_kj_mol": 336.0,
  "homo_ev": -9.78,
  "total_charge": 2,
  "energy_ev": -268689.99742,
  "homo_lumo_gap_ha": 0.0681,
  "symbols": ["C", "C", "C", "C", "C", "C", "N", "O", "C", "C", "C", "H", "H", "H", "H", "H", "H", "H", "H", "H", "H", "H", "H", "H", "H", "H", "H", "H", "H", "C", "C", "N", "C", "C", "C", "C", "C", "O", "C", "H", "H", "H", "H", "H", "H", "H", "H", "H", "H", "H", "H", "H", "H", "H", "H", "H", "H", "H", "H", "C", "C", "N", "C", "C", "C", "C", "C", "O", "C", "H", "H", "H", "H", "H", "H", "H", "H", "H", "H", "H", "H", "H", "H", "H", "H", "H", "H", "H", "H", "C", "C", "N", "C", "C", "C", "C", "C", "O", "C", "H", "H", "H", "H", "H", "H", "H", "H", "H", "H", "H", "H", "H", "H", "H", "H", "H", "H", "H", "H", "C", "N", "C", "C", "C", "C", "O", "H", "H", "H", "H", "H", "H", "H", "H", "H", "H", "H", "H", "H", "H", "Br", "Br", "Br"],
  "xyz": [[-3.083, -3.386, -1.776], [-1.724, -2.865, -2.326], [-1.689, -1.366, -1.911], [-0.316, -0.711, -1.985], [0.638, -1.456, -1.104], [0.810, -2.935, -1.413], [-0.619, -3.586, -1.641], [-0.739, -4.959, -1.771], [1.442, -3.612, -0.166], [1.702, -3.072, -2.644], [-1.711, -2.955, -3.895], [-3.928, -2.817, -2.164], [-3.140, -3.161, -0.711], [-3.212, -4.447, -1.991], [-1.937, -1.243, -0.857], [-2.475, -0.817, -2.430], [-0.400, 0.290, -1.562], [-0.017, -0.692, -3.033], [0.278, -1.417, -0.076], [1.611, -0.973, -1.019], [1.269, -4.659, -0.416], [0.968, -3.316, 0.769], [2.516, -3.477, -0.039], [1.913, -4.050, -3.077], [2.658, -2.565, -2.519], [1.299, -2.615, -3.548], [-2.678, -2.712, -4.338], [-1.522, -3.959, -4.274], [-0.940, -2.297, -4.297], [6.024, 0.076, 2.011], [6.890, -1.119, 1.484], [6.629, -1.506, 0.010], [5.085, -1.841, -0.080], [6.938, -0.311, -0.986], [6.630, -0.645, -2.495], [7.483, -2.780, -0.317], [9.013, -2.651, -0.496], [9.702, -2.024, 0.593], [11.071, -2.099, 0.693], [6.235, 1.008, 1.485], [6.220, 0.206, 3.075], [4.946, -0.086, 1.986], [6.614, -2.056, 1.968], [7.968, -0.958, 1.496], [4.875, -2.354, -1.019], [4.281, -1.105, -0.103], [4.923, -2.572, 0.712], [7.965, 0.026, -0.848], [6.319, 0.474, -0.553], [7.545, -0.966, -2.994], [6.244, 0.200, -3.064], [6.010, -1.485, -2.806], [7.105, -3.046, -1.304], [7.309, -3.604, 0.376], [9.137, -2.071, -1.411], [9.389, -3.663, -0.640], [11.659, -1.769, -0.163], [11.346, -3.138, 0.878], [11.368, -1.610, 1.621], [-4.878, 5.724, -5.958], [-4.145, 4.392, -5.576], [-3.566, 4.320, -4.146], [-2.440, 5.455, -4.010], [-4.640, 4.651, -3.076], [-5.756, 3.560, -2.961], [-2.847, 2.941, -3.899], [-2.335, 2.653, -2.443], [-1.316, 3.509, -2.082], [-1.066, 3.479, -0.720], [-5.876, 5.730, -5.519], [-5.113, 5.675, -7.021], [-4.419, 6.700, -5.801], [-3.264, 4.176, -6.181], [-4.809, 3.528, -5.584], [-1.660, 5.416, -4.770], [-1.879, 5.540, -3.080], [-2.896, 6.445, -3.991], [-5.112, 5.613, -3.273], [-4.078, 4.819, -2.157], [-6.417, 3.753, -2.116], [-5.420, 2.543, -2.760], [-6.390, 3.528, -3.847], [-2.055, 2.981, -4.648], [-3.568, 2.171, -4.172], [-2.050, 1.603, -2.378], [-3.065, 2.782, -1.644], [-1.945, 3.683, -0.109], [-0.271, 4.193, -0.502], [-0.645, 2.506, -0.468], [0.165, 2.531, 5.346], [0.819, 1.467, 4.372], [-0.058, 0.211, 4.064], [-0.235, -0.660, 5.357], [-1.509, 0.599, 3.560], [-1.622, 1.770, 2.497], [0.658, -0.690, 3.030], [2.062, -1.281, 3.282], [2.202, -2.005, 4.444], [3.372, -2.681, 4.624], [-0.906, 2.731, 5.365], [0.538, 3.532, 5.131], [0.429, 2.187, 6.347], [1.786, 1.181, 4.786], [0.950, 1.930, 3.394], [-0.992, -1.432, 5.221], [-0.570, -0.047, 6.194], [0.692, -1.154, 5.649], [-2.029, 0.997, 4.432], [-1.938, -0.317, 3.155], [-0.877, 1.749, 1.701], [-1.335, 2.720, 2.948], [-2.611, 1.779, 2.039], [0.664, -0.072, 2.131], [0.054, -1.594, 2.956], [2.882, -0.581, 3.117], [2.318, -1.948, 2.458], [4.066, -2.451, 3.816], [3.196, -3.756, 4.661], [3.855, -2.226, 5.489], [-6.901, 0.413, 0.596], [-5.746, -0.530, 0.843], [-6.075, -1.918, 0.155], [-4.512, 0.243, 0.335], [-5.518, -0.872, 2.333], [-5.291, 0.340, 3.283], [-5.806, -0.046, 4.515], [-6.908, 0.622, -0.474], [-6.851, 1.301, 1.226], [-7.822, -0.144, 0.765], [-5.298, -2.646, 0.389], [-6.126, -1.629, -0.894], [-7.058, -2.227, 0.510], [-4.552, 0.220, -0.754], [-3.660, -0.399, 0.559], [-4.314, 1.151, 0.905], [-4.561, -1.394, 2.343], [-6.297, -1.586, 2.600], [-5.616, 1.333, 2.974], [-4.224, 0.548, 3.362], [-5.396, 0.422, 5.246], [2.293, 1.797, 0.691], [-3.572, 1.191, 6.669], [-2.187, -3.448, 2.262]]
}

---

No. 2
{
  "formula": "C38H93BN7O19",
  "method": "ωB97M-V/def2-TZVPD",
  "spin_multiplicity": 2,
  "homo_ev": [-7.93, -7.93],
  "total_charge": 0,
  "energy_ev": -90912.81664,
  "s2": 0.755,
  "homo_lumo_gap_ha": [0.2483, 0.0459],
  "symbols": ["O", "C", "O", "B", "O", "C", "O", "O", "C", "O", "C", "O", "O", "C", "O", "H", "H", "H", "H", "C", "O", "H", "H", "H", "H", "C", "O", "C", "C", "N", "C", "C", "O", "C", "H", "H", "H", "H", "H", "H", "H", "H", "H", "H", "H", "H", "H", "H", "H", "C", "O", "C", "C", "N", "C", "C", "O", "C", "H", "H", "H", "H", "H", "H", "H", "H", "H", "H", "H", "H", "H", "H", "H", "C", "C", "C", "O", "C", "N", "H", "H", "H", "H", "H", "H", "H", "H", "H", "H", "H", "C", "C", "C", "O", "C", "N", "H", "H", "H", "H", "H", "H", "H", "H", "H", "H", "H", "C", "C", "C", "O", "C", "N", "H", "H", "H", "H", "H", "H", "H", "H", "H", "H", "H", "C", "C", "C", "O", "C", "N", "H", "H", "H", "H", "H", "H", "H", "H", "H", "H", "H", "C", "C", "C", "O", "C", "N", "H", "H", "H", "H", "H", "H", "H", "H", "H", "H", "H"],
  "xyz": [[-3.650, 0.531, 2.077], [-2.643, 0.261, 1.403], [-1.541, -0.170, 1.870], [-0.604, -0.381, 0.688], [-1.386, -0.099, -0.467], [-2.506, 0.333, -0.177], [-3.454, 0.764, -0.880], [0.001, -1.766, 0.751], [1.281, -1.728, 0.819], [1.991, -2.779, 0.836], [1.665, -0.182, 0.765], [0.592, 0.533, 0.759], [2.793, 0.235, 0.797], [1.098, -1.805, 4.399], [1.330, -3.178, 4.386], [1.400, -1.403, 3.432], [0.061, -1.524, 4.588], [1.852, -1.460, 5.106], [0.779, -3.567, 3.703], [5.951, 1.099, 2.236], [5.381, 0.220, 1.303], [7.018, 0.885, 2.290], [5.966, 2.174, 2.057], [5.372, 1.102, 3.159], [4.424, 0.153, 1.323], [-2.954, 3.925, -6.577], [-3.048, 2.508, -6.605], [-1.861, 1.913, -6.029], [-1.847, 0.317, -6.141], [-3.178, -0.336, -6.121], [-3.626, -0.470, -4.690], [-4.154, 0.737, -3.815], [-4.995, 1.447, -4.665], [-5.322, 2.673, -3.980], [-3.065, 4.296, -5.558], [-3.624, 4.430, -7.273], [-1.973, 4.254, -6.919], [-1.801, 2.185, -4.976], [-0.952, 2.192, -6.560], [-1.143, -0.100, -5.421], [-1.382, 0.072, -7.096], [-2.980, -1.277, -6.431], [-2.788, -0.894, -4.137], [-4.428, -1.202, -4.592], [-3.371, 1.414, -3.474], [-4.718, 0.441, -2.931], [-4.500, 3.362, -3.785], [-5.697, 2.544, -2.965], [-6.065, 3.256, -4.524], [4.643, -2.964, 2.898], [5.645, -3.782, 3.552], [6.231, -3.299, 4.776], [7.536, -2.601, 4.596], [8.429, -3.605, 4.030], [9.466, -2.916, 3.273], [8.926, -2.277, 1.967], [7.949, -3.123, 1.297], [7.572, -2.599, 0.000], [3.743, -2.711, 3.458], [4.390, -3.361, 1.915], [5.088, -2.018, 2.589], [6.387, -4.126, 5.468], [5.501, -2.689, 5.309], [7.992, -2.241, 5.518], [7.347, -1.758, 3.931], [8.899, -4.124, 4.758], [10.285, -3.563, 2.962], [9.954, -2.144, 3.867], [9.823, -2.087, 1.378], [8.469, -1.293, 2.070], [7.151, -3.409, -0.595], [8.473, -2.317, -0.544], [6.853, -1.779, -0.020], [-7.244, 1.450, -0.676], [-8.048, 0.611, 0.321], [-7.750, -0.847, -0.080], [-8.416, -1.712, 0.909], [-8.291, -3.113, 0.512], [-7.575, 0.831, 1.656], [-7.447, 1.163, -1.708], [-6.208, 1.115, -0.708], [-7.404, 2.498, -0.422], [-9.116, 0.751, 0.155], [-6.693, -1.111, -0.125], [-8.236, -0.981, -1.046], [-7.316, -3.525, 0.252], [-8.952, -3.383, -0.312], [-8.410, -3.641, 1.458], [-6.576, 0.701, 1.730], [-7.423, 1.820, 1.794], [-2.943, 4.424, -0.769], [-1.945, 4.675, -1.905], [-1.222, 3.335, -2.264], [-0.031, 3.408, -3.192], [0.788, 2.244, -3.178], [-2.798, 5.060, -3.019], [-3.521, 5.323, -0.559], [-2.408, 4.090, 0.120], [-3.580, 3.553, -0.925], [-1.213, 5.393, -1.534], [-1.958, 2.595, -2.581], [-0.793, 2.987, -1.324], [0.225, 1.449, -3.665], [1.172, 1.979, -2.193], [1.680, 2.386, -3.789], [-3.116, 6.019, -3.001], [-2.191, 5.032, -3.825], [3.076, -6.126, -1.698], [3.979, -4.916, -1.940], [3.213, -3.966, -2.945], [3.952, -2.740, -2.973], [3.348, -1.532, -3.151], [4.085, -4.161, -0.716], [2.086, -5.839, -1.345], [3.465, -6.919, -1.060], [2.882, -6.685, -2.613], [4.938, -5.340, -2.240], [2.272, -3.745, -2.441], [2.990, -4.282, -3.964], [2.841, -1.607, -4.113], [3.982, -0.647, -3.098], [2.648, -1.289, -2.352], [3.206, -3.960, -0.261], [4.444, -3.244, -0.941], [-5.029, -3.039, 4.349], [-6.122, -2.026, 4.475], [-5.604, -0.589, 4.603], [-6.574, 0.486, 4.314], [-5.970, 1.766, 4.655], [-6.893, -2.179, 3.274], [-5.464, -3.996, 4.635], [-4.266, -2.768, 5.079], [-4.403, -2.999, 3.458], [-6.721, -2.106, 5.382], [-4.838, -0.411, 3.849], [-5.079, -0.517, 5.556], [-6.710, 2.520, 4.386], [-5.168, 2.153, 4.027], [-5.727, 1.753, 5.718], [-7.272, -3.109, 3.380], [-6.244, -2.215, 2.501], [4.190, 2.861, -0.987], [3.410, 3.925, -0.223], [4.250, 5.081, 0.513], [5.074, 4.477, 1.515], [4.508, 4.250, 2.821], [2.437, 4.475, -1.165], [4.895, 2.482, -0.248], [4.698, 3.209, -1.886], [3.600, 1.974, -1.217], [2.792, 3.420, 0.519], [3.592, 5.809, 0.989], [4.783, 5.629, -0.264], [5.299, 4.122, 3.559], [4.012, 3.283, 2.899], [3.829, 5.010, 3.208], [1.715, 4.768, -0.522], [2.104, 3.776, -1.814]]
}

---

No. 3
{
  "formula": "C38H93ClN7O11",
  "method": "ωB97M-V/def2-TZVPD",
  "homo_ev": -5.44,
  "total_charge": -1,
  "energy_ev": -86380.41122,
  "homo_lumo_gap_ha": 0.2814,
  "symbols": ["Cl", "O", "O", "O", "O", "C", "C", "C", "O", "C", "N", "H", "H", "H", "H", "H", "H", "H", "H", "H", "H", "H", "C", "C", "C", "O", "C", "N", "H", "H", "H", "H", "H", "H", "H", "H", "H", "H", "H", "C", "C", "C", "O", "C", "N", "H", "H", "H", "H", "H", "H", "H", "H", "H", "H", "H", "C", "C", "C", "O", "C", "N", "H", "H", "H", "H", "H", "H", "H", "H", "H", "H", "H", "C", "C", "C", "O", "C", "N", "H", "H", "H", "H", "H", "H", "H", "H", "H", "H", "H", "C", "C", "C", "C", "C", "C", "N", "O", "C", "C", "C", "H", "H", "H", "H", "H", "H", "H", "H", "H", "H", "H", "H", "H", "H", "H", "H", "H", "H", "H", "C", "C", "C", "C", "C", "C", "N", "O", "C", "C", "C", "H", "H", "H", "H", "H", "H", "H", "H", "H", "H", "H", "H", "H", "H", "H", "H", "H", "H", "H"],
  "xyz": [[-0.705, 0.259, -0.429], [-1.615, -0.670, -1.056], [-0.995, 0.297, 0.995], [0.675, -0.133, -0.573], [-0.957, 1.573, -0.986], [4.744, 3.355, -1.158], [3.573, 2.451, -0.733], [3.643, 1.991, 0.709], [4.741, 1.159, 1.001], [4.747, -0.059, 0.308], [2.268, 3.105, -1.023], [5.377, 2.930, -1.933], [5.397, 3.525, -0.294], [4.368, 4.353, -1.391], [3.633, 1.574, -1.389], [2.708, 1.437, 0.902], [3.620, 2.793, 1.449], [3.721, -0.436, 0.196], [5.333, -0.827, 0.811], [5.166, 0.060, -0.700], [1.601, 2.328, -1.048], [2.339, 3.367, -2.004], [-0.405, 1.543, -4.510], [-0.841, 2.638, -5.491], [-0.585, 2.233, -6.931], [0.808, 2.171, -7.176], [1.071, 1.711, -8.479], [-2.250, 2.946, -5.225], [0.598, 1.219, -4.788], [-1.069, 0.675, -4.607], [-0.472, 1.895, -3.483], [-0.225, 3.511, -5.259], [-1.014, 3.017, -7.577], [-1.043, 1.265, -7.175], [2.133, 1.812, -8.691], [0.525, 2.310, -9.220], [0.756, 0.665, -8.568], [-2.625, 3.540, -5.958], [-2.746, 2.059, -5.278], [-6.005, 1.327, -3.703], [-4.803, 0.537, -3.192], [-4.294, -0.409, -4.273], [-3.993, 0.310, -5.447], [-3.706, -0.512, -6.538], [-3.790, 1.525, -2.775], [-5.771, 2.041, -4.494], [-6.459, 1.902, -2.894], [-6.785, 0.683, -4.127], [-5.128, -0.035, -2.323], [-5.018, -1.221, -4.442], [-3.406, -0.914, -3.857], [-2.860, -1.197, -6.424], [-3.476, 0.148, -7.383], [-4.584, -1.066, -6.899], [-2.982, 0.978, -2.456], [-3.412, 1.897, -3.650], [-5.142, 0.291, 0.675], [-4.812, 1.712, 1.155], [-4.111, 1.553, 2.500], [-3.716, 2.833, 2.983], [-3.313, 2.705, 4.313], [-3.898, 2.385, 0.202], [-5.614, -0.293, 1.478], [-4.247, -0.261, 0.373], [-5.833, 0.270, -0.171], [-5.740, 2.262, 1.323], [-3.231, 0.904, 2.384], [-4.800, 1.087, 3.219], [-2.408, 2.097, 4.444], [-4.107, 2.358, 4.992], [-3.076, 3.684, 4.737], [-4.295, 2.217, -0.726], [-3.123, 1.718, 0.164], [0.664, 3.406, 1.981], [-0.793, 3.796, 2.189], [-0.933, 4.996, 3.111], [-2.288, 5.346, 3.189], [-2.504, 6.437, 4.038], [-1.410, 4.059, 0.873], [1.385, 4.223, 1.858], [0.770, 2.772, 1.101], [1.089, 2.764, 2.763], [-1.224, 2.927, 2.686], [-0.300, 5.811, 2.729], [-0.562, 4.709, 4.110], [-2.176, 6.211, 5.063], [-3.572, 6.657, 4.045], [-1.996, 7.341, 3.674], [-1.137, 3.189, 0.408], [-0.757, 4.674, 0.376], [3.441, -2.406, 6.192], [3.217, -0.917, 6.456], [4.354, -0.101, 5.816], [4.194, 0.023, 4.303], [2.848, 0.653, 4.005], [1.676, -0.145, 4.578], [1.930, -0.409, 5.996], [0.871, -1.180, 6.536], [0.440, 0.737, 4.443], [1.436, -1.408, 3.728], [3.315, -0.674, 7.967], [4.310, -2.766, 6.751], [3.585, -2.696, 5.152], [2.613, -3.007, 6.577], [4.443, 0.896, 6.248], [5.283, -0.652, 5.988], [4.304, -0.955, 3.828], [4.980, 0.643, 3.865], [2.673, 0.758, 2.933], [2.818, 1.675, 4.400], [0.079, 0.826, 3.419], [-0.400, 0.266, 4.974], [0.513, 1.698, 4.959], [0.839, -2.110, 4.314], [0.937, -1.166, 2.791], [2.359, -1.951, 3.509], [4.129, -1.265, 8.403], [2.458, -1.108, 8.490], [3.496, 0.371, 8.201], [0.492, -0.624, 7.223], [2.188, -7.914, -1.753], [1.466, -6.621, -2.139], [-0.028, -6.946, -2.207], [-0.948, -5.734, -2.264], [-0.671, -4.897, -1.016], [0.797, -4.483, -0.879], [1.611, -5.716, -0.980], [2.991, -5.365, -0.828], [1.108, -3.454, -1.960], [1.024, -3.869, 0.497], [2.057, -6.079, -3.444], [3.222, -7.729, -1.455], [2.254, -8.585, -2.613], [1.673, -8.414, -0.934], [-0.179, -7.501, -3.144], [-0.316, -7.617, -1.399], [-1.978, -6.091, -2.222], [-0.795, -5.102, -3.138], [-0.997, -5.464, -0.135], [-1.265, -3.978, -1.001], [2.165, -3.172, -1.934], [0.929, -3.790, -2.981], [0.535, -2.534, -1.840], [1.995, -3.371, 0.479], [0.319, -3.040, 0.614], [0.871, -4.581, 1.304], [2.749, -6.800, -3.891], [2.721, -5.239, -3.225], [1.376, -5.742, -4.225], [3.177, -5.657, 0.069]]
}

---

Question: Which formula does entry 1 have?
Answer: C38H92Br3N5O5